# 1
A cluster of 2 separate species, C6H9N2OS2 in total. Source: the Open Molecules 2025 dataset; level of theory: ωB97M-V with the def2-TZVPD basis set.

Geometry (Å):
C  -0.97  -1.45  2.24
C  -0.67  -0.46  1.23
C  -0.02  -2.49  2.24
C  0.36  -0.89  0.36
C  0.22  1.32  -0.96
C  0.81  -0.18  -0.77
N  0.34  2.13  0.16
N  1.43  -0.71  -1.79
O  0.68  1.79  -2.10
S  1.11  -2.44  0.97
S  -2.29  1.40  -1.10
H  -1.71  -1.40  3.14
H  -1.21  0.44  1.00
H  0.08  -3.24  3.09
H  0.44  1.52  0.96
H  -0.11  3.03  0.06
H  2.06  -1.51  -1.68
H  1.46  -0.29  -2.70
H  0.60  2.79  -2.23
H  -2.62  0.65  -2.11

The value obtained for the highest occupied orbital energy is -0.442 Ha. The gap between HOMO and LUMO is 6.41 eV. The energy above the lowest of the compared OMol25 structures with the same formula, charge and spin comes out at 175.04 kJ/mol. The total energy is -33056.879 eV. Its net charge is +1.


# 2
A cluster of 3 separate species, C6H9N3 in total. Source: the Open Molecules 2025 dataset; level of theory: ωB97M-V with the def2-TZVPD basis set.

Geometry (Å):
C  1.58  -1.57  -0.11
C  2.01  -0.71  -1.15
N  2.28  -0.10  -2.09
H  1.17  -1.12  0.81
H  2.39  -2.23  0.28
H  0.68  -2.13  -0.41
C  -1.08  1.23  -2.35
C  -1.55  0.19  -1.53
N  -2.05  -0.67  -0.94
H  -0.68  2.08  -1.68
H  -1.83  1.58  -2.99
H  -0.28  0.83  -3.00
C  -0.85  0.24  2.49
C  0.42  0.87  2.68
N  1.38  1.53  2.85
H  -0.74  -0.80  2.42
H  -1.24  0.46  1.49
H  -1.61  0.33  3.24

The value obtained for the highest occupied orbital energy is -0.429 Ha. The SMILES is CC#N.CC#N.CC#N. The gap between HOMO and LUMO is 12.28 eV. The energy above the lowest of the compared OMol25 structures with the same formula, charge and spin comes out at 85.16 kJ/mol. The total energy is -10836.744 eV. Its net charge is 0.


# 3
A cluster of 2 separate species, C6H9N3O in total. Source: the Open Molecules 2025 dataset; level of theory: ωB97M-V with the def2-TZVPD basis set.

Geometry (Å):
C  2.71  -1.48  -0.04
C  2.95  -0.14  -0.17
C  0.86  -0.51  0.18
C  -1.44  -0.23  0.45
C  1.46  1.89  -0.10
C  -3.44  -1.01  -0.39
N  1.38  -1.70  0.18
N  -1.66  0.84  1.02
N  1.74  0.48  -0.02
O  -2.03  -1.19  -0.18
H  3.39  -2.31  -0.09
H  3.85  0.41  -0.33
H  2.27  2.45  0.38
H  1.38  2.21  -1.14
H  0.52  2.08  0.41
H  -3.98  -1.04  0.56
H  -3.77  -1.83  -1.03
H  -3.62  -0.06  -0.89
H  -2.60  1.16  1.21

The value obtained for the highest occupied orbital energy is -0.308 Ha. The gap between HOMO and LUMO is 9.04 eV. The energy above the lowest of the compared OMol25 structures with the same formula, charge and spin comes out at 409.00 kJ/mol. The total energy is -12881.706 eV. Its net charge is 0.